{
  "formula": "C9H9ClN4",
  "method": "the ωB97M-V functional and the def2-TZVPD basis",
  "de_lowest_ev": 0.230,
  "orbital_gap_ev": 8.84,
  "total_charge": 0,
  "lumo_energy_ev": 0.435,
  "homo_ev": -8.406,
  "species": ["Cl", "N", "N", "N", "N", "C", "C", "C", "C", "C", "C", "C", "C", "C", "H", "H", "H", "H", "H", "H", "H", "H", "H"],
  "coordinates": [[4.360384, -0.418069, -0.605673], [-2.171568, 0.009859, 0.453241], [-3.630605, -0.338416, -1.143823], [-2.229599, 1.588957, -1.248451], [2.468006, 1.093450, 0.350250], [0.583096, -0.911773, 0.347968], [0.234634, 0.487775, 0.730651], [-3.776079, -1.286570, -0.152640], [1.258336, 1.374956, 0.825844], [-1.266718, 0.761101, 1.213415], [1.830959, -1.282451, 0.007856], [-2.703119, 0.435402, -0.691826], [2.736447, -0.139698, -0.019323], [-2.931757, -1.077637, 0.841423], [2.202197, -2.208625, -0.375368], [-1.197761, 1.518863, -1.281327], [-1.618646, 1.742893, 0.989722], [-2.644428, 1.710121, -2.124145], [-0.157002, -1.664479, 0.335124], [-4.578465, -1.939327, -0.093696], [-2.872528, -1.478050, 1.842098], [-1.303815, 0.397042, 2.289924], [1.195488, 2.385163, 1.215393]],
  "forces_ev_per_a": [[-0.2, 0.0, 0.0], [-0.8, -1.1, 0.8], [-0.9, -0.4, -0.4], [1.9, 0.2, 1.0], [1.5, -1.6, -0.3], [-1.1, 2.3, 0.6], [-1.3, -2.5, 0.5], [-0.6, 0.6, -0.7], [-0.4, 0.4, -0.4], [2.6, -1.3, 0.9], [2.0, 3.2, -0.4], [0.2, -0.3, -0.6], [-0.4, -0.3, 0.1], [1.2, 0.0, 1.5], [-0.2, -0.6, 0.2], [-0.8, 0.5, -0.4], [0.6, 1.3, 0.9], [-0.4, 0.4, -1.6], [-1.1, -0.5, 0.1], [-1.2, -1.3, -0.4], [0.2, -0.2, -0.2], [-0.2, 1.0, -1.2], [-0.5, 0.0, 0.0]]
}

{
  "formula": "C4H11NO",
  "method": "the ωB97M-V functional and the def2-TZVPD basis",
  "de_lowest_ev": 1.410,
  "orbital_gap_ev": 10.88,
  "total_charge": 0,
  "lumo_energy_ev": 0.986,
  "homo_ev": -9.897,
  "species": ["O", "N", "C", "C", "C", "C", "H", "H", "H", "H", "H", "H", "H", "H", "H", "H", "H"],
  "coordinates": [[-0.597546, -2.045891, 2.047406], [-1.159919, 0.000099, -0.420051], [1.975587, 0.622776, -0.598024], [-0.915704, -0.761473, -1.390183], [0.877474, 1.180273, 0.323271], [-0.478442, 1.272511, -0.309863], [2.957892, 0.936714, -0.258773], [1.145435, 2.187816, 0.635631], [-1.130109, 1.924921, 0.283463], [1.855848, 0.973913, -1.625479], [1.950997, -0.468489, -0.570011], [-0.882409, -1.359042, 1.415114], [-0.418082, 1.832699, -1.229055], [0.852168, 0.526323, 1.188228], [-1.269254, -1.760461, -1.410228], [0.007198, -1.550875, 2.613048], [-0.362529, -0.441993, -2.284207]],
  "forces_ev_per_a": [[0.1, 0.7, -0.2], [0.6, -0.8, 0.7], [-0.4, 0.0, 0.1], [0.3, 1.1, -0.7], [0.9, -0.2, -0.3], [-1.4, 0.8, 0.2], [0.1, 0.0, 0.1], [0.1, 0.0, 0.2], [0.1, -0.2, 0.3], [0.0, -0.1, 0.0], [0.1, 0.0, -0.3], [-0.1, -0.3, 0.0], [0.3, -0.1, -1.0], [-0.2, 0.1, 0.4], [-0.6, -0.9, 0.1], [0.0, -0.2, 0.1], [0.1, 0.1, 0.2]]
}

{
  "formula": "C21H23CrN8O4",
  "method": "the ωB97M-V functional and the def2-TZVPD basis",
  "spin_multiplicity": 5,
  "orbital_gap_ev": [7.11, 7.55],
  "total_charge": -1,
  "lumo_energy_ev": [2.597, 2.589],
  "homo_ev": [-4.516, -4.960],
  "species": ["Cr", "O", "O", "O", "O", "N", "N", "N", "N", "N", "N", "N", "N", "C", "C", "C", "C", "C", "C", "C", "C", "C", "C", "C", "C", "C", "C", "C", "C", "C", "C", "C", "C", "C", "H", "H", "H", "H", "H", "H", "H", "H", "H", "H", "H", "H", "H", "H", "H", "H", "H", "H", "H", "H", "H", "H", "H"],
  "coordinates": [[0.136796, -0.397518, 0.428947], [1.901064, -0.299924, 1.380570], [-0.364097, 0.984588, -1.419128], [-1.545086, 1.189990, -3.660200], [-1.794222, -1.157811, -0.043207], [2.465888, -0.100762, -2.088403], [-2.038542, -1.700749, -1.171609], [-0.049558, 1.651658, 1.028384], [-0.252422, -2.127688, 2.114019], [0.833343, -2.353977, -0.592748], [-0.907888, 2.445397, 0.289458], [-4.456890, -2.947311, 0.944149], [-3.691769, -3.682890, -3.395964], [1.929391, 2.236717, 4.014201], [-2.133474, 2.294909, -3.169458], [-2.569124, 3.901586, -1.431863], [1.530960, 1.575362, 2.845561], [0.521857, 2.214427, 2.019749], [0.513525, -3.499827, 0.275081], [2.101706, -2.482970, -1.345544], [-1.000258, 1.998188, -0.942695], [-3.623529, 4.147289, -3.566199], [-1.916243, 2.744986, -1.856803], [3.254845, -0.060451, 3.271971], [-3.432965, -3.132295, -2.419046], [0.689813, -3.176196, 1.747093], [-2.990120, 3.005815, -4.013731], [-3.100375, -2.479984, -1.200483], [-3.416860, 4.604665, -2.267452], [2.946657, 1.765295, 4.818377], [2.195436, 0.384306, 2.444971], [-3.869810, -2.742219, -0.023880], [3.612453, 0.602723, 4.424444], [2.991883, -1.245678, -1.367838], [3.780284, -0.954939, 2.957677], [-0.131316, -1.816900, 3.068901], [1.967050, -0.368036, -2.927983], [-2.389128, 4.231144, -0.417667], [-3.135581, 2.630471, -5.018689], [3.203750, -0.936148, -0.346228], [1.875347, -2.766071, -2.380874], [2.672440, -3.313068, -0.919008], [-0.968259, 0.854926, -2.922201], [1.696913, -2.788386, 1.912646], [1.412254, 3.153187, 4.279336], [4.427755, 0.217579, 5.027010], [-3.913321, 5.498894, -1.913111], [1.825315, 0.454176, -1.532797], [0.572820, -4.098734, 2.330116], [1.133973, -4.362840, 0.015827], [3.229693, 2.289833, 5.721090], [-4.284656, 4.687242, -4.234071], [0.277259, 3.253935, 2.236143], [0.076160, -2.262757, -1.262295], [-0.524910, -3.796779, 0.096408], [3.941416, -1.554161, -1.823541], [-1.217622, -2.412218, 1.982568]],
  "forces_ev_per_a": [[0.5, -0.1, 0.4], [-0.2, 0.1, -0.2], [0.0, 0.0, 0.0], [0.0, 0.1, 0.0], [0.1, 0.1, 0.1], [0.0, 0.1, 0.0], [-0.1, 0.0, 0.0], [-0.2, -0.3, -0.2], [-0.1, 0.1, 0.1], [-0.2, 0.2, -0.2], [0.0, 0.0, -0.2], [0.0, -0.1, 0.0], [0.0, 0.0, 0.0], [0.0, 0.0, 0.0], [0.0, 0.0, 0.0], [0.0, 0.0, 0.0], [0.0, 0.1, 0.1], [0.1, -0.1, 0.1], [0.0, -0.1, -0.1], [0.1, -0.1, 0.0], [-0.1, 0.0, 0.0], [0.0, 0.0, 0.0], [0.0, 0.0, 0.0], [0.0, 0.0, 0.0], [0.1, -0.1, -0.2], [0.0, 0.0, 0.0], [0.0, 0.0, 0.0], [0.1, 0.1, 0.1], [0.0, 0.0, 0.0], [0.0, 0.0, 0.0], [0.1, -0.1, 0.1], [-0.1, 0.1, 0.1], [0.0, 0.0, 0.0], [0.0, 0.0, 0.0], [0.0, 0.0, 0.0], [0.1, 0.0, 0.0], [0.0, 0.0, 0.0], [0.0, 0.0, 0.0], [0.0, 0.0, 0.0], [0.0, 0.0, 0.0], [0.0, 0.0, 0.0], [0.0, 0.0, 0.1], [0.0, 0.0, 0.1], [0.0, 0.0, 0.0], [0.0, 0.0, 0.0], [0.0, 0.0, 0.0], [0.0, 0.0, 0.0], [0.0, 0.0, 0.0], [0.0, 0.0, 0.0], [0.0, 0.0, 0.0], [0.0, 0.0, 0.0], [0.0, 0.0, 0.0], [0.0, 0.0, 0.0], [0.0, 0.0, -0.1], [0.0, 0.0, 0.0], [0.0, 0.0, 0.0], [0.0, 0.0, 0.0]]
}

{
  "formula": "C2H4O2PS",
  "method": "the ωB97M-V functional and the def2-TZVPD basis",
  "de_lowest_ev": 4.176,
  "orbital_gap_ev": 6.03,
  "total_charge": -1,
  "lumo_energy_ev": 3.696,
  "homo_ev": -2.330,
  "species": ["S", "P", "O", "O", "C", "C", "H", "H", "H", "H"],
  "coordinates": [[1.807279, 0.086006, -0.190364], [-0.708841, 0.273043, 0.144112], [-0.892855, -0.733193, -1.182485], [-2.011322, 0.639775, 0.669935], [0.626709, -0.927232, 0.681734], [0.564310, 1.491897, -0.177352], [0.927959, -0.851043, 2.312751], [-1.410296, -0.101257, -1.680748], [0.404453, 2.148118, -1.020434], [0.692600, -2.026111, 0.442850]],
  "forces_ev_per_a": [[0.3, 0.4, -0.3], [3.8, -0.2, -1.0], [-0.8, 0.6, 0.2], [-1.7, 0.1, 0.9], [1.2, 0.1, 4.0], [-1.2, -1.9, 1.4], [-0.9, -0.2, -3.8], [-0.5, -0.2, -1.2], [0.3, -0.1, -0.4], [-0.5, 1.4, 0.3]]
}

| no. | total energy (eV) |
| --- | --- |
| 1 | -27961.08302 |
| 2 | -7863.14344 |
| 3 | -70684.78648 |
| 4 | -26356.62541 |